Density functional theory data (ωB97M-V with the def2-TZVPD basis set) for an isolated molecule of C5H9NO.

Each line ends with the Mulliken charge.
CARTESIAN COORDINATES (ANGSTROEM)
C -0.8611 -0.6519 1.4238  -1.595
C -0.0678 -0.0906 0.2267  1.227
C 0.3156 1.6347 0.3917  -1.133
C 0.8082 -1.2564 -0.4639  -0.489
O 0.9024 -0.7870 -1.8119  -0.365
C -0.1195 0.1116 -1.9260  -0.087
N -0.8278 0.3623 -0.9182  -0.605
H -1.5182 0.1418 1.7740  0.420
H -0.2331 -0.9798 2.2690  0.306
H -1.4967 -1.5137 1.1586  0.369
H 1.3806 1.7273 0.2567  0.301
H -0.1396 2.4157 -0.3062  0.285
H -0.0593 1.9250 1.3643  0.395
H 1.8175 -1.4591 -0.1046  0.279
H 0.2737 -2.2432 -0.4827  0.293
H -0.1749 0.6633 -2.8513  0.399

Calculated values
**Calculated total energy**: -8865.9134 eV
**Frontier orbital gap**: 9.520 eV
**ΔE to the lowest compared entry with this formula, charge and spin**: 318.3 kJ/mol
**Lowest unoccupied orbital energy**: 0.95 eV
**Structure (SMILES)**: CC1(C)COC=N1

Density functional theory data (ωB97M-V with the def2-TZVPD basis set) for an isolated molecule of C5H9NO.

Each line ends with the Mulliken charge.
CARTESIAN COORDINATES (ANGSTROEM)
C 0.7711 1.0924 -1.4784  -1.437
C 0.1170 -0.1506 -0.8986  0.504
C 0.9752 -1.1454 -0.0589  -0.736
C -0.0930 -1.1246 1.0708  -0.360
C -0.7224 0.0386 0.3447  0.171
N -1.5018 0.9899 0.6426  -0.539
O -1.9807 0.8530 1.9454  -0.391
H 1.4642 0.8388 -2.2879  0.379
H 1.3261 1.6301 -0.7013  0.336
H 0.0109 1.7741 -1.8733  0.340
H -0.4497 -0.6870 -1.6713  0.279
H 1.1800 -2.1168 -0.5167  0.294
H 1.9229 -0.6977 0.2574  0.270
H 0.2436 -0.9236 2.0919  0.286
H -0.7358 -2.0115 1.0850  0.233
H -2.5277 1.6401 2.0486  0.369

Calculated values
**Calculated total energy**: -8866.3351 eV
**Frontier orbital gap**: 10.510 eV
**ΔE to the lowest compared entry with this formula, charge and spin**: 277.6 kJ/mol
**Lowest unoccupied orbital energy**: 1.08 eV
**Structure (SMILES)**: C[C@H]1CC/C1=N\O